No. 1
Molecular formula: C5H10O2
Method: DFT, ωB97M-V/def2-TZVPD

The geometry in ORCA input format:
```
! wB97M-V def2-TZVPD RIJCOSX def2/J DEFGRID3
* xyz 0 1
C 0.09 -2.57 0.85
C -0.54 -1.64 0.12
C 0.01 -0.43 -0.50
C 1.32 -0.21 -0.72
O 2.32 -0.90 -0.07
C 1.90 0.89 -1.57
H -0.40 -3.27 1.51
H 1.17 -2.52 0.89
H -1.58 -1.92 -0.07
H -0.63 0.25 -1.04
H 3.04 -0.34 0.18
H 2.23 1.61 -0.80
H 1.11 1.36 -2.17
H 2.66 0.57 -2.27
H -4.36 3.66 2.39
H -3.84 2.65 1.30
O -4.51 2.82 1.97
*
```

Properties
HOMO level in eV: -8.15
Electronic energy in Ha: -346.92409
Frontier orbital gap in eV: 8.8

---

No. 2
Molecular formula: C5H5N
Method: DFT, ωB97M-V/def2-TZVPD

The geometry in ORCA input format:
```
! wB97M-V def2-TZVPD RIJCOSX def2/J DEFGRID3
* xyz 0 1
C -1.30 -0.54 -0.57
C -0.20 0.32 0.00
C 1.12 -0.14 0.04
C 2.20 -0.66 0.39
C -0.43 1.70 0.25
N -0.65 2.82 0.46
H -1.08 -1.60 -0.42
H -2.26 -0.32 -0.08
H -1.42 -0.37 -1.64
H 0.84 -0.28 1.20
H 3.22 -0.97 0.37
*
```

Properties
HOMO level in eV: -8.05
Electronic energy in Ha: -248.06972
Frontier orbital gap in eV: 8.4

---

No. 3
Molecular formula: C35H58N4O4SSbSi4V
Method: DFT, ωB97M-V/def2-TZVPD

The geometry in ORCA input format:
```
! wB97M-V def2-TZVPD RIJCOSX def2/J DEFGRID3
* xyz 1 2
V 0.25 -0.61 -0.30
C -4.23 1.79 -0.33
Sb -2.29 1.46 -1.19
C -1.81 -0.46 -0.19
C -2.27 -0.54 1.23
C -2.25 -1.76 1.92
C -2.67 -1.82 3.24
C -3.10 -0.66 3.86
C -3.07 0.51 3.12
N -2.68 0.58 1.85
Si -2.70 -1.78 -1.30
C -2.05 -3.53 -1.06
C -2.64 -1.42 -3.15
C -4.52 -1.77 -0.81
C -0.96 2.87 -0.09
C -0.33 2.24 1.09
C -0.09 2.93 2.29
C 0.39 2.29 3.41
C 0.65 0.93 3.37
C 0.49 0.32 2.16
N 0.06 0.95 1.06
Si -2.02 4.43 0.37
C -1.01 5.98 0.71
C -3.00 4.10 1.94
C -3.18 4.85 -1.05
Si 0.36 3.45 -1.36
C 1.88 4.02 -0.43
C 0.85 2.09 -2.56
C -0.30 4.76 -2.53
H -4.59 0.86 0.10
H -4.90 2.10 -1.14
H -4.23 2.55 0.45
H -1.89 -2.65 1.43
H -2.66 -2.76 3.78
H -3.44 -0.65 4.89
H -3.39 1.45 3.58
H -0.97 -3.54 -0.90
H -2.26 -4.11 -1.96
H -2.52 -4.05 -0.22
H -2.03 -2.18 -3.66
H -2.27 -0.44 -3.43
H -3.65 -1.51 -3.55
H -4.68 -1.80 0.27
H -4.99 -2.66 -1.23
H -5.04 -0.91 -1.22
H -0.31 3.99 2.34
H 0.54 2.86 4.33
H 0.98 0.37 4.23
H 0.66 -0.75 2.05
H -0.34 5.91 1.57
H -1.74 6.76 0.94
H -0.42 6.33 -0.14
H -3.02 3.03 2.17
H -4.03 4.44 1.83
H -2.58 4.63 2.80
H -2.83 5.75 -1.57
H -4.17 5.08 -0.65
H -3.32 4.08 -1.82
H 2.28 3.22 0.20
H 1.67 4.89 0.21
H 2.66 4.30 -1.13
H 1.10 1.14 -2.10
H 1.74 2.42 -3.10
H 0.03 1.95 -3.27
H -0.54 5.73 -2.09
H -1.19 4.40 -3.06
H 0.48 4.92 -3.28
O 3.93 -3.21 -2.19
C 4.00 -2.11 -1.67
N 3.20 -1.04 -2.00
S 3.43 0.16 -1.00
O 2.24 0.25 -0.07
O 3.76 1.42 -1.60
C 4.73 -0.54 -0.05
C 5.46 -0.01 1.00
C 6.44 -0.83 1.56
C 6.67 -2.11 1.06
C 5.92 -2.62 0.00
C 4.95 -1.80 -0.55
H 5.28 0.99 1.37
H 7.04 -0.47 2.38
H 7.44 -2.72 1.51
H 6.10 -3.61 -0.40
C 0.07 -4.00 2.78
Si 1.05 -4.00 1.19
C 2.87 -4.22 1.60
C 0.53 -5.41 0.08
C 1.09 -2.31 0.30
H 0.48 -4.77 3.44
H -0.99 -4.24 2.63
H 0.13 -3.05 3.32
H 3.06 -5.20 2.03
H 3.20 -3.47 2.33
H 3.49 -4.12 0.71
H 0.95 -6.33 0.49
H 0.95 -5.30 -0.93
H -0.55 -5.55 -0.01
H 1.54 -2.54 -0.68
H 1.91 -1.81 0.84
C 0.92 -2.96 -3.42
C 0.64 -1.51 -3.22
N 0.88 -0.67 -4.18
O 0.12 -1.11 -2.13
H 0.84 -3.24 -4.47
H 0.24 -3.55 -2.82
H 1.96 -3.14 -3.11
H 1.32 -0.98 -5.03
H 0.81 0.33 -4.00
*
```

Properties
HOMO level (spin up / spin down) in eV: -10.72 / -10.73
Electronic energy in Ha: -4628.80298
Frontier orbital gap (spin up / spin down) in eV: 6.9 / 7.6
<S²>: 0.80

---

No. 4
Molecular formula: C19H32N2O
Method: DFT, ωB97M-V/def2-TZVPD

The geometry in ORCA input format:
```
! wB97M-V def2-TZVPD RIJCOSX def2/J DEFGRID3
* xyz 0 1
C -2.97 1.32 -6.66
C -1.54 1.75 -6.94
C -0.50 0.91 -6.19
C -0.58 1.00 -4.67
C -0.30 2.40 -4.13
C -0.24 2.42 -2.60
O 0.88 1.66 -2.20
C 1.14 1.51 -0.88
C 0.40 2.08 0.15
C 0.76 1.86 1.47
C 1.87 1.09 1.80
C 2.61 0.53 0.76
C 2.26 0.74 -0.55
H 2.83 0.31 -1.36
H 3.48 -0.07 0.99
C 2.21 0.80 3.24
N 1.55 -0.36 3.81
C 0.11 -0.24 3.89
C -0.45 -1.41 4.70
N -0.11 -2.67 4.06
C 1.33 -2.77 3.96
C 1.89 -1.61 3.15
H 2.98 -1.69 3.09
H 1.48 -1.66 2.13
H 1.58 -3.71 3.46
H 1.80 -2.77 4.96
C -0.69 -3.82 4.73
C -2.20 -3.89 4.54
H -2.72 -3.13 5.11
H -2.57 -4.86 4.86
H -2.45 -3.76 3.49
H -0.24 -4.71 4.28
H -0.45 -3.82 5.81
H -1.53 -1.31 4.76
H -0.03 -1.36 5.73
H -0.14 0.70 4.39
H -0.36 -0.25 2.90
H 3.29 0.64 3.33
H 1.94 1.66 3.86
H 0.18 2.32 2.25
H -0.47 2.69 -0.06
H -1.16 1.98 -2.19
H -0.14 3.45 -2.24
H 0.65 2.76 -4.52
H -1.08 3.10 -4.44
H 0.16 0.32 -4.24
H -1.56 0.67 -4.33
H -0.62 -0.13 -6.48
H 0.50 1.23 -6.51
H -1.42 2.80 -6.69
H -1.34 1.65 -8.01
H -3.24 1.50 -5.62
H -3.10 0.26 -6.87
H -3.66 1.88 -7.29
*
```

Properties
HOMO level in eV: -8.25
Electronic energy in Ha: -927.91514
Frontier orbital gap in eV: 9.2

---

No. 5
Molecular formula: C6H6OS
Method: DFT, ωB97M-V/def2-TZVPD

The geometry in ORCA input format:
```
! wB97M-V def2-TZVPD RIJCOSX def2/J DEFGRID3
* xyz 0 1
C 0.77 -1.32 -1.09
C 0.75 -0.83 0.15
C -1.04 0.59 0.89
C -1.64 1.11 -0.34
C -2.17 1.39 -1.40
C 1.99 -0.35 0.86
H 1.72 -1.48 -1.61
H -0.18 -1.60 -1.53
H -0.31 1.27 1.26
H -1.80 0.42 1.73
H -2.61 1.67 -2.33
H 2.90 -0.45 0.26
O -0.43 -0.69 0.80
S 2.05 0.28 2.36
*
```

Properties
HOMO level in eV: -8.93
Electronic energy in Ha: -705.51495
Frontier orbital gap in eV: 8.1

---

No. 6
Molecular formula: C19H21FN2O3
Method: DFT, ωB97M-V/def2-TZVPD

The geometry in ORCA input format:
```
! wB97M-V def2-TZVPD RIJCOSX def2/J DEFGRID3
* xyz 0 1
C -6.21 -0.96 -0.57
H -5.87 -1.85 -1.10
H -6.06 -0.09 -1.21
H -7.27 -1.06 -0.37
C -5.45 -0.77 0.74
N -4.04 -0.50 0.56
C -3.59 0.76 0.81
O -4.32 1.67 1.16
C -2.11 0.98 0.68
C -1.61 1.69 -0.40
C -0.26 1.97 -0.51
C 0.61 1.54 0.49
C 0.11 0.84 1.59
C -1.24 0.57 1.68
H -1.63 0.04 2.54
H 0.78 0.53 2.37
N 1.98 1.79 0.45
C 2.72 2.37 -0.53
O 2.31 2.79 -1.59
C 4.21 2.46 -0.14
O 4.63 1.43 0.73
C 4.75 0.17 0.22
C 5.26 -0.80 1.09
C 5.44 -2.11 0.70
C 5.10 -2.48 -0.59
C 4.59 -1.54 -1.46
C 4.41 -0.23 -1.06
H 3.99 0.48 -1.76
H 4.31 -1.83 -2.47
H 5.24 -3.51 -0.91
H 5.84 -2.82 1.41
F 5.58 -0.44 2.35
H 4.36 3.39 0.41
H 4.81 2.50 -1.05
H 2.50 1.49 1.27
H 0.12 2.51 -1.35
H -2.29 2.04 -1.17
C -3.19 -1.57 0.09
C -2.84 -1.46 -1.40
H -2.24 -0.57 -1.58
H -2.26 -2.33 -1.70
H -3.74 -1.40 -2.00
H -2.26 -1.58 0.67
H -3.72 -2.51 0.27
H -5.56 -1.67 1.37
H -5.87 0.09 1.28
*
```

Properties
HOMO level in eV: -8.68
Electronic energy in Ha: -1171.73878
Frontier orbital gap in eV: 9.3

---

Across the entries above, relative energy (zero: lowest compared OMol25 entry of this formula, charge and spin) takes the values 266.1, 539.1, 0.0, 0.0, 292.2, 84.9 kJ/mol, respectively.